C37H25AsBrCl2NO2ReSe3Te as an isolated structure. Source: the Open Molecules 2025 dataset; level of theory: ωB97M-V/def2-TZVPD.

## Properties
HOMO-LUMO gap (spin up / spin down): 6.9085 / 6.3897 eV
Highest occupied orbital energy (spin up / spin down): -6.9 / -7.1 eV
LUMO energy (spin up / spin down): 0.00152 / -0.02467 Eh
2S+1: 4
Relative energy (zero: lowest compared OMol25 entry of this formula, charge and spin): 0.0 kJ/mol
<S²>: 3.788
Max |F|: 0.5 eV/Å
Net charge: 0

The geometry in XYZ format:
```
74
C37H25AsBrCl2NO2ReSe3Te (ωB97M-V/def2-TZVPD)
Re 0.364 0.323 -0.601
Br 0.823 0.512 1.985
C 2.725 0.560 1.843
C 3.446 0.834 2.966
C 4.852 0.814 2.889
C 5.459 0.507 1.707
C 4.706 0.214 0.543
C 5.352 -0.131 -0.667
C 4.600 -0.443 -1.759
C 3.193 -0.384 -1.709
C 2.483 -0.015 -0.582
C 3.286 0.248 0.582
H 2.949 1.066 3.898
H 5.438 1.041 3.770
H 6.540 0.483 1.637
H 6.434 -0.150 -0.701
H 5.079 -0.719 -2.692
H 2.668 -0.600 -2.631
Se 0.791 2.769 -0.519
Se 0.918 3.511 -2.747
Te -1.083 2.224 -3.494
Se 0.174 0.095 -3.072
Cl -3.716 -0.491 -2.432
C -3.737 -0.655 -0.703
C -4.824 -1.322 -0.126
C -4.911 -1.451 1.229
Cl -6.265 -2.297 1.922
C -3.911 -0.909 2.069
C -3.952 -0.972 3.480
C -2.926 -0.448 4.210
C -1.845 0.137 3.523
N -1.782 0.230 2.222
C -2.796 -0.265 1.475
C -2.688 -0.117 0.044
O -1.695 0.512 -0.494
H -5.593 -1.728 -0.768
H -4.801 -1.439 3.960
H -2.930 -0.477 5.291
H -1.005 0.544 4.080
O -0.144 -1.649 -0.175
As 0.310 -3.237 -0.332
C -0.176 -4.086 1.310
C 0.695 -4.906 2.015
C 0.267 -5.495 3.198
C -1.020 -5.265 3.661
C -1.890 -4.449 2.948
C -1.470 -3.858 1.768
C -0.753 -4.015 -1.710
C -0.713 -5.390 -1.929
C -1.532 -5.942 -2.900
C -2.388 -5.125 -3.632
C -2.431 -3.759 -3.397
C -1.608 -3.196 -2.432
C 2.174 -3.465 -0.664
C 2.622 -4.022 -1.854
C 3.987 -4.156 -2.071
C 4.888 -3.734 -1.103
C 4.436 -3.167 0.082
C 3.077 -3.027 0.304
H 1.700 -5.084 1.652
H 0.940 -6.132 3.756
H -1.350 -5.725 4.583
H -2.894 -4.272 3.307
H -2.143 -3.218 1.209
H -0.060 -6.026 -1.342
H -1.511 -7.008 -3.082
H -3.030 -5.562 -4.386
H -3.105 -3.124 -3.956
H -1.633 -2.130 -2.245
H 1.916 -4.342 -2.611
H 4.345 -4.583 -2.998
H 5.951 -3.834 -1.278
H 5.141 -2.818 0.825
H 2.721 -2.568 1.220
```